No. 1
This record from the OMol25 dataset describes C29H63HgN2O11S4 as an isolated structure at a distorted geometry. The level of theory is ωB97M-V/def2-TZVPD.

Its total charge is +1. Its strongest force on any atom is 7.430 eV/A. Its multiplicity is 1.

Last column: Mulliken charge in e.
Cartesian coordinates (Å):
Hg  0.459  3.642  1.636  1.750
O  1.215  -0.287  0.250  -0.179
C  1.023  1.007  0.611  1.189
O  0.463  1.883  -0.059  -0.819
O  1.393  1.540  1.642  -0.960
H  0.802  -0.207  -0.613  0.130
C  -0.901  -1.209  -3.132  0.360
C  -1.885  -2.451  -3.299  -0.809
N  -2.165  -3.143  -1.997  0.155
C  -2.885  -2.241  -1.102  0.404
C  -4.414  -1.806  -1.520  -1.371
C  -2.855  -4.423  -2.077  -0.468
C  -2.609  -5.307  -0.883  -1.211
H  -0.089  -1.474  -2.455  0.315
H  -1.151  -0.384  -2.465  -0.499
H  -0.442  -0.800  -4.032  -0.295
H  -2.877  -2.232  -3.694  0.377
H  -1.388  -3.106  -4.015  0.419
H  -2.925  -2.523  -0.049  0.012
H  -2.141  -1.455  -0.976  -0.311
H  -4.856  -1.136  -0.784  0.447
H  -4.513  -1.294  -2.478  0.300
H  -5.014  -2.715  -1.569  0.378
H  -2.330  -5.030  -2.814  0.349
H  -3.892  -4.419  -2.416  0.393
H  -1.542  -5.485  -0.748  0.321
H  -3.136  -6.258  -0.811  0.405
H  -2.828  -4.857  0.085  0.191
C  2.234  1.794  -3.669  -1.050
C  1.585  2.079  -5.060  -0.820
N  1.137  0.834  -5.651  0.713
C  0.109  1.128  -6.647  -0.898
C  -1.250  1.565  -6.112  -0.886
C  2.316  0.055  -6.145  -0.823
C  1.974  -1.491  -5.966  -0.714
H  1.569  1.672  -2.814  -0.121
H  2.816  2.690  -3.452  0.363
H  2.880  0.922  -3.574  0.432
H  0.848  2.882  -5.076  0.586
H  2.372  2.519  -5.673  0.322
H  0.345  1.848  -7.431  0.380
H  -0.089  0.190  -7.165  0.445
H  -2.013  1.689  -6.880  0.472
H  -1.643  0.819  -5.422  0.018
H  -1.230  2.513  -5.574  0.206
H  3.279  0.247  -5.672  0.403
H  2.500  0.305  -7.190  0.451
H  2.803  -2.014  -5.490  0.383
H  1.850  -1.967  -6.939  0.310
H  1.161  -1.635  -5.255  -0.077
C  -3.602  3.206  -1.944  -0.995
C  -2.434  2.204  -2.244  -0.170
C  -1.196  3.115  -2.476  0.410
S  -1.441  4.576  -1.353  0.952
O  -1.727  5.631  -2.317  -0.607
O  -0.430  4.678  -0.321  -0.588
C  -3.139  4.058  -0.713  -0.652
H  -4.619  2.878  -1.728  0.443
H  -3.640  3.887  -2.794  0.373
H  -2.536  1.582  -3.134  0.191
H  -2.424  1.440  -1.467  0.006
H  -0.982  3.579  -3.439  0.544
H  -0.259  2.571  -2.359  -0.568
H  -3.762  4.867  -0.332  0.458
H  -2.894  3.352  0.080  0.295
C  -1.896  -2.608  3.067  -0.968
C  -1.161  -1.305  2.534  0.600
C  -1.507  -0.223  3.642  -0.602
S  -1.301  -1.065  5.325  1.027
O  -2.171  -0.517  6.315  -0.667
O  0.196  -1.121  5.560  -0.532
C  -1.799  -2.783  4.590  -0.781
H  -1.754  -3.515  2.481  0.509
H  -2.940  -2.386  2.846  0.389
H  -1.432  -1.028  1.515  0.023
H  -0.140  -1.677  2.447  -0.367
H  -2.571  0.007  3.684  0.434
H  -0.879  0.665  3.729  0.149
H  -2.758  -2.936  5.084  0.396
H  -1.044  -3.509  4.892  0.428
C  4.630  -1.295  1.696  -0.584
C  4.036  -0.871  3.116  -0.139
C  3.199  -2.080  3.779  -0.234
S  3.805  -3.575  2.854  1.053
O  2.852  -4.694  2.715  -0.672
O  5.144  -3.979  3.341  -0.661
C  3.997  -2.664  1.263  -0.689
H  5.717  -1.235  1.749  0.327
H  4.235  -0.602  0.953  0.271
H  3.403  0.015  3.086  -0.143
H  4.915  -0.709  3.740  0.478
H  2.199  -2.052  3.345  -0.328
H  3.058  -2.227  4.850  0.572
H  2.963  -2.696  0.917  0.214
H  4.733  -3.224  0.686  0.496
C  1.663  1.834  7.044  -0.610
C  1.385  3.221  7.385  -0.808
C  1.905  4.199  6.306  -0.756
S  2.209  3.103  4.908  0.958
O  3.589  2.707  4.875  -0.604
O  1.454  3.473  3.713  -0.620
C  1.319  1.632  5.542  -0.288
H  0.921  1.348  7.678  0.319
H  2.683  1.546  7.297  0.410
H  1.714  3.417  8.406  0.488
H  0.318  3.443  7.368  0.277
H  2.900  4.513  6.621  0.336
H  1.329  5.000  5.843  0.437
H  1.649  0.726  5.035  0.249
H  0.249  1.626  5.337  0.053

No. 2
This record from the OMol25 dataset describes a 3-piece molecular cluster, C29H63N3O3Si overall at a distorted geometry. The level of theory is ωB97M-V/def2-TZVPD.

Its strongest force on any atom is 6.809 eV/A. Its SMILES is CCCCCC[Si@](CCCCOC(C)=O)(N=C=O)[C@@H](C)CC.CCN(CC)CC.CCN(CC)CC. Its multiplicity is 1.

Last column: Mulliken charge in e.
Cartesian coordinates (Å):
C  5.936  -2.002  1.896  -1.047
C  4.363  -1.702  1.555  0.300
C  3.765  -2.781  0.481  -0.800
C  2.665  -2.047  -0.442  0.001
C  1.214  -2.790  -0.434  -0.796
C  0.427  -2.662  0.966  -0.391
Si  -0.879  -1.267  1.066  -0.699
C  -1.342  -0.443  -0.595  -0.263
C  -1.047  1.171  -0.616  -1.009
C  0.501  1.483  -0.900  0.620
C  1.039  2.822  -0.152  -0.333
O  0.544  2.963  1.210  -0.339
C  1.556  2.700  2.180  0.391
C  2.688  1.573  2.076  0.010
O  1.526  3.404  3.243  -0.635
N  -0.198  0.052  2.130  -0.135
C  0.259  -0.439  3.230  0.465
O  0.798  -1.105  4.147  -0.587
C  -2.418  -1.980  1.956  0.674
C  -3.060  -0.860  2.974  -1.161
C  -3.623  -2.437  0.986  -0.981
C  -3.175  -3.255  -0.327  -0.776
H  6.428  -2.459  0.967  0.302
H  6.504  -1.008  2.094  0.239
H  6.067  -2.627  2.852  0.282
H  4.361  -0.632  1.114  -0.110
H  3.738  -1.656  2.524  0.165
H  4.663  -3.033  -0.209  0.356
H  3.406  -3.746  0.982  0.295
H  2.615  -0.952  -0.114  -0.361
H  3.018  -2.092  -1.546  0.364
H  0.616  -2.497  -1.364  0.274
H  1.465  -3.918  -0.565  0.474
H  -0.109  -3.676  1.151  0.476
H  1.243  -2.609  1.793  0.386
H  -2.499  -0.523  -0.691  0.143
H  -0.917  -0.941  -1.532  0.406
H  -1.728  1.624  -1.426  0.497
H  -1.437  1.579  0.390  0.252
H  0.764  1.542  -2.029  0.475
H  1.115  0.612  -0.477  -0.898
H  0.601  3.706  -0.750  0.419
H  2.178  2.870  -0.256  -0.036
H  3.738  2.033  1.924  0.185
H  2.490  0.816  1.238  -0.176
H  2.708  1.005  3.075  0.375
H  -2.167  -2.884  2.639  0.419
H  -2.923  0.168  2.465  0.240
H  -4.207  -1.018  3.062  0.352
H  -2.551  -0.904  4.014  0.287
H  -4.286  -3.157  1.613  0.405
H  -4.280  -1.516  0.776  0.331
H  -3.226  -2.549  -1.248  0.065
H  -2.181  -3.812  -0.238  0.254
H  -3.990  -4.057  -0.533  0.353
C  -5.965  -2.322  -3.116  -1.197
C  -7.483  -2.441  -3.068  -0.417
N  -7.960  -3.423  -2.100  0.109
C  -9.371  -3.763  -2.264  -0.694
C  -10.398  -2.656  -2.036  -0.960
C  -7.518  -3.238  -0.721  -0.144
C  -7.838  -1.906  -0.044  -1.027
H  -5.497  -3.297  -3.278  0.312
H  -5.669  -1.668  -3.941  0.487
H  -5.561  -1.891  -2.196  0.086
H  -7.810  -2.746  -4.068  0.461
H  -7.914  -1.448  -2.887  0.260
H  -9.617  -4.612  -1.616  0.346
H  -9.509  -4.145  -3.283  0.420
H  -10.511  -2.422  -0.977  0.219
H  -11.379  -2.988  -2.392  0.393
H  -10.149  -1.740  -2.575  0.275
H  -6.431  -3.379  -0.689  -0.185
H  -7.910  -4.051  -0.100  0.337
H  -7.601  -1.047  -0.676  0.219
H  -7.241  -1.809  0.869  0.391
H  -8.884  -1.843  0.255  0.322
C  7.377  2.894  1.145  -1.372
C  7.664  4.062  0.209  -0.395
N  6.704  4.185  -0.883  0.157
C  7.142  5.092  -1.942  -0.668
C  7.316  6.567  -1.584  -0.969
C  5.302  4.302  -0.499  -0.509
C  4.912  5.451  0.430  -1.045
H  7.287  1.955  0.590  0.332
H  8.195  2.781  1.862  0.453
H  6.459  3.047  1.719  0.217
H  8.660  3.891  -0.215  0.484
H  7.730  4.985  0.800  0.262
H  6.455  5.014  -2.792  0.344
H  8.101  4.724  -2.326  0.417
H  6.356  7.069  -1.461  0.216
H  7.840  7.080  -2.397  0.400
H  7.907  6.708  -0.676  0.273
H  4.999  3.364  -0.020  0.143
H  4.680  4.354  -1.400  0.317
H  5.587  5.547  1.284  0.254
H  3.909  5.272  0.831  0.387
H  4.875  6.405  -0.096  0.292

| no. | HOMO energy (eV) | E (eV) | frontier orbital gap (eV) |
| --- | --- | --- | --- |
| 1 | -10.6 | -104098.4925 | 4.359 |
| 2 | -8.2 | -49581.8891 | 8.816 |